[1]
The following is a DFT calculation (the ωB97M-V functional and the def2-TZVPD basis) of 7 unconnected molecules or ions with the total composition H14O7.

Summary:
F_max, hartree/bohr: 0.0186
HOMO-LUMO gap, eV: 11.07
Calculated total energy, eV: -14559.3805
Energy above the lowest of the compared OMol25 structures with the same formula, charge and spin, kcal per mole: 48.0
SMILES string: O.O.O.O.O.O.O
E_LUMO, hartree: -0.004
HOMO, eV: -11.16

```
! wB97M-V def2-TZVPD RIJCOSX def2/J DEFGRID3
* xyz 0 1
H -0.219 -0.782 -0.130
H -1.187 -0.894 -1.296
H 2.280 -1.533 -0.848
H 3.568 -0.841 -0.433
H -5.024 0.473 1.573
H -3.782 0.829 2.374
H -1.209 3.025 -1.928
H -0.836 2.183 -0.719
H 1.811 1.360 -0.252
H 1.935 1.900 -1.667
H 3.675 -0.017 1.595
H 4.072 -1.458 1.870
H -3.096 -3.516 -1.819
H -2.853 -2.344 -0.883
O -0.976 -0.342 -0.535
O 2.867 -1.409 -0.094
O -4.607 0.335 2.431
O -1.260 3.013 -0.966
O 2.032 2.159 -0.743
O 4.445 -0.589 1.685
O -2.393 -2.965 -1.458
*
```


[2]
The following is a DFT calculation (the ωB97M-V functional and the def2-TZVPD basis) of a molecular structure, C16H15N5O2 in a non-equilibrium geometry.

Summary:
F_max, hartree/bohr: 0.1328
HOMO-LUMO gap, eV: 7.05
Calculated total energy, eV: -28376.9148
Energy above the lowest of the compared OMol25 structures with the same formula, charge and spin, kcal per mole: 68.0
E_LUMO, hartree: 0.011
HOMO, eV: -6.76

```
! wB97M-V def2-TZVPD RIJCOSX def2/J DEFGRID3
* xyz 0 1
N -0.323 1.362 0.009
N 1.599 0.650 0.771
O 2.959 -1.459 -0.505
O -0.926 0.067 -2.848
C 0.654 0.554 -0.168
C 1.097 1.529 1.578
C 1.743 -1.534 -1.140
C -0.036 -0.787 -2.211
C 0.761 -4.867 -2.608
C -0.343 -4.465 -3.326
C 1.337 -2.543 -1.952
C 0.179 -2.053 -2.748
C -2.671 4.282 3.688
C -3.093 3.707 2.487
C -1.317 4.160 4.075
C -2.317 2.868 1.700
C -0.506 3.420 3.261
C -0.921 2.781 2.003
N 1.798 1.413 2.724
N 0.787 -0.477 -1.172
N -0.140 1.955 1.160
C 1.874 -3.936 -2.220
C -0.498 -2.976 -3.773
H 2.879 -0.793 0.202
H -0.896 0.980 -2.425
H 0.847 -5.891 -2.250
H -1.015 -5.267 -3.668
H -3.421 4.694 4.308
H -4.114 3.790 2.099
H -0.982 4.562 5.106
H -2.649 2.353 0.796
H 0.518 3.411 3.691
H 2.658 0.998 2.533
H 1.288 1.222 3.633
H 2.580 -3.884 -3.051
H 2.446 -4.328 -1.368
H -0.218 -2.742 -4.688
H -1.620 -2.758 -3.704
*
```


[3]
The following is a DFT calculation (the ωB97M-V functional and the def2-TZVPD basis) of a molecular structure, C38H39BrN5O8PS2W in a non-equilibrium geometry.

Summary:
F_max, hartree/bohr: 0.0471
<S²>: 0.78
HOMO-LUMO gap (alpha / beta), eV: 5.46 / 4.85
Calculated total energy, eV: -166705.1567
Energy above the lowest of the compared OMol25 structures with the same formula, charge and spin, kcal per mole: 0.0
E_LUMO (alpha / beta), hartree: 0.078 / 0.078
HOMO (alpha / beta), eV: -3.33 / -2.72

```
! wB97M-V def2-TZVPD RIJCOSX def2/J DEFGRID3
* xyz -1 2
W 0.043 1.126 0.537
C 2.050 5.283 4.231
C 1.488 4.082 4.974
O 2.033 2.873 4.467
P 1.207 1.909 3.444
S 2.415 0.389 3.184
S 0.551 3.173 1.992
O -0.125 1.573 4.319
C -0.177 0.434 5.164
C 0.260 0.765 6.584
H 1.720 6.200 4.714
H 1.690 5.266 3.206
H 3.137 5.240 4.227
H 0.398 4.064 4.890
H 1.768 4.113 6.034
H 0.468 -0.355 4.756
H -1.213 0.085 5.147
H 1.311 1.047 6.582
H 0.125 -0.112 7.216
H -0.328 1.591 6.978
O -3.588 4.778 -2.330
C -2.422 4.820 -2.944
O -2.249 5.481 -3.949
C -1.322 4.021 -2.362
C -0.032 3.957 -2.840
N 0.674 3.110 -2.058
N -0.097 2.610 -1.037
C -1.337 3.178 -1.216
C -2.318 2.826 -0.209
O -3.488 3.278 -0.233
O -1.851 2.002 0.665
H -3.604 4.201 -1.479
H 0.396 4.438 -3.696
H 1.671 2.947 -2.057
C -2.397 -2.065 -5.088
C -1.005 -2.610 -4.980
C -0.508 -3.530 -5.882
C 0.772 -4.050 -5.749
C 1.566 -3.654 -4.683
C 1.095 -2.731 -3.770
C -0.186 -2.190 -3.916
N -0.721 -1.269 -3.019
C -0.066 -0.509 -2.078
N 1.137 -0.022 -2.459
C 2.183 0.584 -1.738
C 1.981 1.122 -0.447
C 3.099 1.766 0.100
C 4.317 1.858 -0.557
C 4.461 1.322 -1.823
C 3.397 0.687 -2.441
C 3.547 0.181 -3.853
N -0.673 -0.190 -0.953
C -1.817 -0.942 -0.580
C -3.063 -0.317 -0.561
C -4.185 -0.999 -0.129
C -4.074 -2.311 0.299
C -2.848 -2.949 0.236
C -1.714 -2.304 -0.241
C -0.448 -3.081 -0.451
H -2.866 -2.374 -6.018
H -2.388 -0.977 -5.048
H -3.013 -2.426 -4.263
H -1.132 -3.850 -6.705
H 1.140 -4.768 -6.465
H 2.550 -4.080 -4.553
H 1.699 -2.468 -2.915
H -1.720 -1.334 -2.865
H 1.381 -0.281 -3.404
H 3.027 2.219 1.085
H 5.148 2.367 -0.091
H 5.402 1.409 -2.348
H 4.557 0.369 -4.209
H 2.862 0.699 -4.528
H 3.365 -0.891 -3.935
H -3.158 0.699 -0.911
H -5.138 -0.491 -0.116
H -4.943 -2.842 0.659
H -2.761 -3.978 0.553
H -0.357 -3.871 0.291
H 0.430 -2.440 -0.388
H -0.462 -3.552 -1.437
Br 2.200 -3.255 1.907
C 0.563 -3.226 2.864
C 0.253 -4.310 3.656
C -0.933 -4.334 4.378
C -1.818 -3.259 4.288
C -1.519 -2.184 3.495
C -0.307 -2.122 2.764
C -0.058 -0.951 1.980
O -0.799 0.098 2.114
O 0.857 -0.832 1.083
H 0.940 -5.142 3.713
H -1.167 -5.180 5.002
H -2.743 -3.278 4.846
H -2.199 -1.352 3.389
*
```


[4]
The following is a DFT calculation (the ωB97M-V functional and the def2-TZVPD basis) of a molecular structure, C24H27BFeO7 in a non-equilibrium geometry.

Summary:
F_max, hartree/bohr: 0.0556
<S²>: 6.12
HOMO-LUMO gap (alpha / beta), eV: 5.47 / 6.35
Calculated total energy, eV: -74719.6555
Energy above the lowest of the compared OMol25 structures with the same formula, charge and spin, kcal per mole: 0.1
E_LUMO (alpha / beta), hartree: -0.040 / -0.068
HOMO (alpha / beta), eV: -6.57 / -8.20

```
! wB97M-V def2-TZVPD RIJCOSX def2/J DEFGRID3
* xyz 0 5
C -6.463 1.452 1.857
O -5.911 0.170 1.512
C -4.559 0.075 1.551
C -4.024 -1.164 1.121
C -2.674 -1.320 1.054
C -1.790 -0.290 1.500
C -0.419 -0.535 1.528
C 0.539 0.237 2.297
C 1.167 -0.153 3.582
C 1.995 0.929 4.058
C 1.899 2.020 3.091
C 1.005 1.606 2.035
Fe 2.536 0.335 2.254
C 2.573 -0.633 0.567
C 3.076 -1.486 1.621
C 4.191 -0.812 2.240
C 4.400 0.449 1.551
C 3.412 0.550 0.497
C -2.348 0.961 1.919
C -3.707 1.134 1.968
H -7.521 1.344 1.630
H -6.313 1.667 2.928
H -6.009 2.251 1.244
H -4.726 -1.952 0.859
H -2.249 -2.259 0.700
H -0.107 -1.498 1.125
H 0.925 -1.075 4.111
H 2.508 0.975 5.022
H 2.300 3.017 3.222
H 0.638 2.214 1.207
H 1.756 -0.881 -0.090
H 2.712 -2.488 1.840
H 4.837 -1.222 3.013
H 5.237 1.124 1.703
H 3.349 1.318 -0.270
H -1.675 1.758 2.249
H -4.130 2.075 2.348
C 3.391 -2.291 -3.178
C 2.241 -2.030 -2.243
O 1.825 -0.749 -2.336
B 0.416 -0.429 -2.023
H 0.154 -0.350 -0.750
O 0.120 0.874 -2.652
C 0.948 1.913 -2.555
C 0.870 2.809 -3.774
O 1.665 2.163 -1.590
O -0.399 -1.434 -2.672
C -1.699 -1.226 -2.902
C -2.125 -1.817 -4.228
O -2.454 -0.635 -2.150
O 1.766 -2.863 -1.489
H 3.773 -1.354 -3.587
H 4.164 -2.866 -2.660
H 3.006 -2.917 -3.991
H 0.166 2.406 -4.504
H 0.598 3.828 -3.459
H 1.862 2.872 -4.234
H -1.331 -2.438 -4.641
H -3.063 -2.368 -4.103
H -2.326 -0.990 -4.922
*
```


[5]
The following is a DFT calculation (the ωB97M-V functional and the def2-TZVPD basis) of a molecular structure, C4H9NOS in a non-equilibrium geometry.

Summary:
F_max, hartree/bohr: 0.1292
HOMO-LUMO gap, eV: 8.48
Calculated total energy, eV: -18664.1959
Energy above the lowest of the compared OMol25 structures with the same formula, charge and spin, kcal per mole: 76.8
E_LUMO, hartree: 0.012
HOMO, eV: -8.17

```
! wB97M-V def2-TZVPD RIJCOSX def2/J DEFGRID3
* xyz 0 1
C -1.130 0.791 0.801
C -0.446 -0.284 -0.123
C -1.381 -1.483 -0.348
C 1.931 -0.135 0.078
H -1.342 0.382 1.754
H -0.606 1.710 0.826
H -2.055 1.002 0.050
H 0.001 0.220 -1.031
H -2.263 -0.879 -0.921
H -1.024 -2.314 -0.835
H -1.682 -2.062 0.570
H 2.678 1.680 -0.726
H 1.087 1.859 -0.060
N 1.857 1.043 -0.667
O 0.842 -0.803 0.363
S 3.533 -0.726 0.269
*
```